Entry 1:
{
  "formula": "C2H7O2P",
  "method": "ωB97M-V/def2-TZVPD",
  "elements": ["C", "C", "O", "O", "P", "H", "H", "H", "H", "H", "H", "H"],
  "positions_angstrom": [[0.6727, -0.2452, -1.1006], [-0.6541, -0.7166, -0.8901], [1.9836, 0.2187, 3.3050], [0.2564, -0.2352, 1.6417], [0.6188, 0.6440, 2.8198], [0.5268, 0.8522, -1.4654], [1.2922, -0.3081, -0.1262], [1.2830, -0.7880, -1.8276], [-0.8798, -1.7222, -1.0712], [-1.2586, 0.0064, -0.2938], [0.7725, 2.0982, 2.5670], [-0.3382, 0.7174, 3.6816]],
  "nbo_charge": [-0.700, -0.292, -0.708, -0.816, 1.789, 0.205, 0.242, 0.207, 0.170, 0.166, -0.127, -0.135],
  "spin_multiplicity": 3,
  "lumo_ev": [0.8, -4.2],
  "gap_ha": [0.304, 0.262],
  "charge": 0,
  "s_squared": 2.02,
  "e_homo_ev": [-7.4237, -11.3661],
  "e_above_lowest_kcal_mol": 4.6
}

Entry 2:
{
  "formula": "C15H51O18P3",
  "method": "ωB97M-V/def2-TZVPD",
  "elements": ["C", "O", "P", "O", "O", "C", "O", "C", "H", "H", "H", "H", "H", "H", "H", "H", "H", "C", "O", "P", "O", "O", "C", "O", "C", "H", "H", "H", "H", "H", "H", "H", "H", "H", "C", "O", "P", "O", "O", "C", "O", "C", "H", "H", "H", "H", "H", "H", "H", "H", "H", "C", "O", "H", "H", "H", "H", "C", "O", "H", "H", "H", "H", "C", "O", "H", "H", "H", "H", "C", "O", "H", "H", "H", "H", "C", "O", "H", "H", "H", "H", "C", "O", "H", "H", "H", "H"],
  "positions_angstrom": [[3.5458, -13.4895, -13.4961], [4.3109, -12.4529, -14.1078], [5.2836, -11.5729, -13.2077], [4.7947, -11.4087, -11.8326], [5.5451, -10.2432, -14.0403], [4.4201, -9.5117, -14.5136], [6.7266, -12.2566, -13.3254], [7.0553, -13.3623, -12.5122], [3.2567, -13.2404, -12.4788], [4.1456, -14.4008, -13.5421], [2.6475, -13.7103, -14.0708], [4.4550, -8.4989, -14.0981], [3.4607, -9.9423, -14.2360], [4.4993, -9.3058, -15.5818], [7.2737, -14.2259, -13.1457], [6.2759, -13.6038, -11.7877], [7.9744, -13.1861, -11.9485], [8.3959, -6.1346, -15.3202], [9.7286, -6.1120, -14.8105], [10.7508, -5.0419, -15.3819], [10.4508, -4.5757, -16.7545], [10.7673, -3.9491, -14.2062], [11.7607, -2.9541, -14.2485], [12.1994, -5.7337, -15.2234], [12.8067, -6.2910, -16.4046], [7.6919, -6.3641, -14.5217], [8.3018, -6.8255, -16.1547], [8.0688, -5.1450, -15.6506], [11.3304, -1.9793, -14.5048], [12.5546, -3.0784, -14.9896], [12.2619, -2.7906, -13.2938], [12.2062, -6.2440, -17.3104], [12.9725, -7.3349, -16.1364], [13.7474, -5.7801, -16.5987], [3.6501, -10.9069, -20.3191], [4.3058, -10.2308, -19.2495], [5.8863, -10.1021, -19.1241], [6.6515, -9.8193, -20.3592], [6.0553, -8.9626, -18.0285], [5.7453, -7.6216, -18.3735], [6.3194, -11.4128, -18.2996], [6.6015, -12.5864, -19.0699], [4.2670, -11.5583, -20.9345], [3.2272, -10.1103, -20.9345], [2.7984, -11.4655, -19.9344], [6.3396, -6.9167, -17.7965], [4.6811, -7.4022, -18.2943], [6.0309, -7.4472, -19.4163], [6.6269, -12.3521, -20.1341], [5.8310, -13.3419, -18.9077], [7.5497, -12.9966, -18.7332], [1.3998, -7.3132, -18.5165], [1.8223, -8.5922, -18.9532], [1.7036, -7.1227, -17.4823], [1.8204, -6.5279, -19.1498], [0.3112, -7.2164, -18.5489], [2.4381, -8.4694, -19.6761], [0.9151, -7.7952, -12.7592], [0.1626, -7.4675, -11.5968], [0.3488, -7.7104, -13.6899], [1.8422, -7.2142, -12.8083], [1.2031, -8.8380, -12.6195], [-0.2172, -6.5927, -11.7215], [3.6013, -5.6694, -15.4281], [4.8350, -5.8910, -14.7866], [2.7787, -5.5948, -14.7134], [3.6778, -4.7926, -16.0793], [3.3910, -6.4911, -16.1177], [4.9061, -5.3776, -13.9659], [3.7137, -4.2361, -18.9082], [4.3284, -5.1339, -19.8401], [4.3861, -4.1117, -18.0519], [3.6482, -3.2370, -19.3535], [2.7552, -4.6352, -18.5940], [5.2368, -4.8266, -19.9168], [1.4199, -3.7162, -12.7334], [2.1323, -4.2926, -11.6322], [2.1008, -3.6623, -13.5785], [0.6358, -4.4125, -13.0612], [0.9487, -2.7731, -12.4603], [1.5097, -4.3226, -10.8989], [5.6875, -5.0818, -10.9439], [4.8858, -4.8821, -12.0962], [6.7334, -5.2262, -11.2040], [5.5555, -4.2644, -10.2350], [5.4200, -6.0202, -10.4447], [3.9624, -4.8593, -11.7997]],
  "lowdin_charge": [-0.098, -0.214, 0.375, -0.237, -0.184, -0.089, -0.204, -0.118, 0.083, 0.087, 0.086, 0.079, 0.083, 0.086, 0.089, 0.084, 0.089, -0.096, -0.200, 0.400, -0.244, -0.196, -0.132, -0.221, -0.092, 0.084, 0.086, 0.085, 0.090, 0.086, 0.089, 0.080, 0.089, 0.086, -0.088, -0.222, 0.392, -0.237, -0.205, -0.100, -0.206, -0.102, 0.087, 0.084, 0.095, 0.085, 0.073, 0.083, 0.075, 0.088, 0.089, -0.149, -0.111, 0.061, 0.065, 0.080, 0.051, -0.160, -0.121, 0.079, 0.064, 0.079, 0.058, -0.156, -0.129, 0.063, 0.059, 0.058, 0.042, -0.146, -0.132, 0.070, 0.081, 0.061, 0.079, -0.121, -0.134, 0.073, 0.074, 0.085, 0.091, -0.135, -0.145, 0.080, 0.079, 0.082, 0.043],
  "lumo_ev": 0.3,
  "gap_ha": 0.379,
  "smiles": "COP(=O)(OC)OC.COP(=O)(OC)OC.COP(=O)(OC)OC.CO.CO.CO.CO.CO.CO",
  "charge": 0,
  "e_homo_ev": -10.0552,
  "e_above_lowest_kcal_mol": 29.6
}

Entry 3:
{
  "formula": "C15H20AlClO5",
  "method": "ωB97M-V/def2-TZVPD",
  "elements": ["Al", "C", "C", "C", "O", "C", "O", "O", "H", "H", "H", "H", "H", "H", "H", "Cl", "C", "C", "C", "C", "C", "C", "C", "O", "O", "H", "H", "H", "H", "C", "C", "C", "C", "H", "H", "H", "H", "H", "H", "H", "H", "H"],
  "positions_angstrom": [[-1.1117, 0.3713, 0.3867], [1.3256, 3.0263, 1.7958], [0.0862, 2.2546, 2.1956], [-0.1459, 2.1974, 3.6908], [0.2086, 0.8654, 1.6960], [-1.1521, 2.8232, 1.4791], [-1.4777, 3.9583, 1.7131], [-1.7713, 1.9961, 0.6760], [2.2045, 2.6465, 2.3217], [1.1821, 4.0713, 2.0648], [1.4872, 2.9647, 0.7193], [0.7300, 1.7848, 4.1960], [-1.0166, 1.5883, 3.9315], [-0.3168, 3.2071, 4.0601], [0.9757, 0.3997, 2.0427], [2.5245, -1.6736, -6.8890], [1.9071, -0.9253, -5.4451], [2.0582, 0.4417, -5.2751], [1.5652, 1.0298, -4.1231], [0.9297, 0.2592, -3.1561], [0.7863, -1.1102, -3.3464], [1.2759, -1.7115, -4.4949], [0.4125, 0.9411, -1.9255], [0.5386, 2.1296, -1.7377], [-0.1501, 0.1214, -1.0513], [2.5534, 1.0271, -6.0365], [1.6642, 2.0940, -3.9581], [0.2886, -1.7033, -2.5927], [1.1719, -2.7744, -4.6591], [-0.0742, -2.6340, 1.2457], [-1.3340, -2.1000, 1.9221], [-2.1932, -3.2665, 2.4014], [-2.1166, -1.1628, 0.9896], [0.5313, -3.2271, 1.9341], [0.5694, -1.8489, 0.8343], [-0.3434, -3.2771, 0.4037], [-1.0300, -1.5323, 2.8116], [-2.5223, -3.8644, 1.5477], [-3.0848, -2.9140, 2.9213], [-1.6441, -3.9235, 3.0790], [-3.0184, -0.8030, 1.4985], [-2.4737, -1.7468, 0.1326]],
  "nbo_charge": [2.004, -0.639, 0.164, -0.628, -0.800, 0.779, -0.587, -0.858, 0.204, 0.251, 0.251, 0.207, 0.226, 0.251, 0.528, 0.002, -0.002, -0.250, -0.158, -0.120, -0.167, -0.252, 0.795, -0.609, -0.929, 0.231, 0.240, 0.231, 0.230, -0.607, -0.207, -0.601, -1.048, 0.210, 0.190, 0.209, 0.181, 0.201, 0.209, 0.204, 0.235, 0.229],
  "lumo_ev": 0.1,
  "gap_ha": 0.347,
  "charge": 0,
  "e_homo_ev": -9.3548
}

Entry 4:
{
  "formula": "C27H44GaN3OP3",
  "method": "ωB97M-V/def2-TZVPD",
  "elements": ["Ga", "P", "P", "P", "H", "C", "C", "H", "C", "C", "C", "C", "C", "C", "C", "C", "C", "H", "H", "H", "H", "H", "H", "H", "H", "H", "H", "H", "H", "H", "H", "H", "H", "H", "H", "H", "H", "H", "H", "H", "H", "H", "H", "H", "H", "H", "C", "C", "C", "C", "C", "C", "O", "H", "H", "H", "H", "H", "H", "N", "C", "C", "C", "C", "C", "C", "C", "N", "C", "C", "N", "C", "H", "H", "H", "H", "H", "H", "H"],
  "positions_angstrom": [[0.2653, -0.6756, -1.5840], [-1.6758, 2.5041, 2.0723], [-2.1425, -0.6901, -1.4223], [1.9457, 1.0508, -0.4441], [-1.0804, -0.1362, -5.7127], [-0.0925, -0.5148, -6.0627], [0.2412, -1.7964, -5.8492], [-0.5102, -2.5530, -5.5196], [-1.6506, 4.2574, 1.6306], [-3.3268, 1.8503, 2.4085], [-0.4838, 2.0604, 3.3542], [-2.6166, -1.7097, -2.8538], [-2.9984, -1.4326, 0.0253], [-2.9734, 0.9254, -1.5946], [3.5523, 0.7896, -1.2747], [2.5984, 1.3023, 1.2639], [1.5772, 2.7885, -0.9259], [0.5309, 0.1902, -6.6834], [1.2219, -2.2245, -6.2152], [-1.8890, 4.9009, 2.4889], [-2.3584, 4.4702, 0.8134], [-0.6550, 4.5515, 1.2538], [-4.0198, 2.6694, 2.6777], [-3.3063, 1.1016, 3.2142], [-3.7262, 1.3368, 1.5221], [-0.3127, 2.8794, 4.0809], [0.4865, 1.8176, 2.8838], [-0.7788, 1.1676, 3.9246], [-3.6770, -1.9796, -2.7692], [-2.0185, -2.6349, -2.8965], [-2.4502, -1.1582, -3.7894], [-4.0233, -1.7067, -0.2718], [-3.0614, -0.7175, 0.8643], [-2.4541, -2.3319, 0.3413], [-4.0577, 0.7567, -1.6630], [-2.6183, 1.4320, -2.4985], [-2.7708, 1.5607, -0.7195], [4.3788, 1.1544, -0.6462], [3.5530, 1.3149, -2.2411], [3.6504, -0.2936, -1.4177], [3.6948, 1.3953, 1.2216], [2.3693, 0.4869, 1.9725], [2.2083, 2.2616, 1.6367], [2.5331, 3.3251, -1.0289], [0.9827, 3.2375, -0.1155], [1.0250, 2.8718, -1.8745], [2.1199, -0.3972, -3.8660], [1.4067, 0.7513, -4.2923], [2.1599, 1.8824, -4.6351], [3.5281, 1.7473, -4.8823], [4.1281, 0.5005, -4.8374], [3.4312, -0.6126, -4.3790], [1.5566, -1.2988, -3.0241], [-1.2048, 1.8948, 0.8933], [0.2967, 0.6895, -4.3191], [1.6969, 2.8599, -4.7073], [4.0988, 2.6441, -5.1301], [5.1652, 0.3775, -5.1555], [3.8731, -1.6085, -4.3139], [-2.1704, -2.9561, 8.9467], [-1.8076, -2.8129, 7.8413], [-1.3065, -2.6388, 6.5020], [-0.0965, -3.2582, 6.1583], [0.4451, -3.1051, 4.8742], [-0.2639, -2.3380, 3.9345], [-1.4740, -1.7214, 4.2606], [-1.9985, -1.8738, 5.5516], [0.2384, -2.2478, 2.6217], [1.3485, -2.9483, 2.1385], [1.4857, -2.6539, 0.8251], [0.4704, -1.7671, 0.4607], [-0.2425, -1.5265, 1.5699], [0.4382, -3.8796, 6.8848], [1.3845, -3.6013, 4.6312], [-1.9859, -1.1877, 3.4640], [-2.9354, -1.3830, 5.8136], [1.9548, -3.5687, 2.7766], [2.3142, -2.9071, 0.1693], [-1.1410, -0.9104, 1.6475]],
  "lowdin_charge": [0.683, 0.909, 0.792, 0.836, 0.059, -0.119, -0.071, 0.062, -0.184, -0.181, -0.176, -0.213, -0.209, -0.213, -0.220, -0.225, -0.243, 0.101, 0.091, 0.086, 0.080, 0.066, 0.091, 0.064, 0.039, 0.094, 0.029, 0.055, 0.080, 0.077, 0.062, 0.089, 0.026, 0.064, 0.087, 0.069, 0.015, 0.071, 0.046, 0.058, 0.065, 0.048, 0.040, 0.081, 0.015, 0.047, -0.446, -0.124, -0.082, -0.093, -0.066, -0.004, -0.189, 0.018, 0.078, 0.113, 0.120, 0.127, 0.133, 0.210, -0.146, -0.201, 0.028, 0.029, -0.190, -0.024, 0.006, 0.016, 0.012, -0.070, -0.048, -0.161, 0.147, 0.115, 0.081, 0.131, 0.132, 0.136, 0.091],
  "lumo_ev": -9.4,
  "gap_ha": 0.205,
  "charge": 3,
  "e_homo_ev": -15.0198
}

| no. | total energy (a.u.) |
| --- | --- |
| 1 | -572.0613 |
| 2 | -2980.6390 |
| 3 | -1662.6129 |
| 4 | -4242.5622 |